# C38H70BF3IN3O22

A 8-piece molecular cluster, C38H70BF3IN3O22 overall at a distorted geometry (the ωB97M-V functional and the def2-TZVPD basis, the OMol25 dataset).

CARTESIAN COORDINATES (ANGSTROEM)
C -5.0306 6.3421 -0.0559
C -5.2697 4.9007 -0.7777
C -3.9405 3.9720 -0.8323
C -2.9075 4.8042 -1.7775
N -2.1491 5.4625 -2.4496
C -4.2795 2.6448 -1.7223
F -3.0992 2.1224 -2.3753
F -5.1596 2.9549 -2.8326
F -4.9813 1.6462 -0.9824
C -3.2901 3.6346 0.6008
C -2.4265 2.2511 0.6046
N -1.7996 1.2136 0.5910
C -2.2524 4.7458 1.1589
C -0.7191 4.5460 0.7048
C 0.2300 3.8609 1.8359
I 1.5295 2.3932 0.8016
B -4.4173 3.3632 1.7933
N -4.9410 4.3834 2.7399
O -4.9407 2.0004 1.9416
H -5.2734 6.3452 1.0596
H -5.8101 7.0516 -0.5472
H -4.0094 6.8035 -0.2818
H -6.1928 4.3395 -0.3483
H -5.5963 5.1907 -1.8547
H -2.5376 5.8283 0.9395
H -2.2586 4.6404 2.3181
H -0.5962 4.0531 -0.3391
H -0.2860 5.6167 0.5640
H 0.9710 4.6625 2.2226
H -0.3470 3.4002 2.7082
H -5.8414 4.7948 2.4605
H -4.2498 5.0869 3.0295
H -5.9317 2.0678 1.8705
C 3.3065 -1.9525 -0.4501
C 2.7164 -2.4129 0.8704
O 3.5989 -3.3308 1.5289
C 4.6345 -2.7736 2.1798
O 4.8708 -1.5908 2.2618
O 5.3800 -3.7624 2.7067
C 6.5658 -3.3084 3.3560
H 3.5795 -2.8104 -1.0695
H 2.5934 -1.3312 -0.9967
H 4.2188 -1.3711 -0.2927
H 1.7835 -2.9508 0.6827
H 2.4750 -1.5678 1.5218
H 6.3435 -2.5359 4.0959
H 7.2776 -2.9375 2.6144
H 7.0135 -4.1595 3.8714
C -0.8166 0.6669 -3.6787
C -1.8409 0.4500 -4.7766
O -1.2829 -0.3168 -5.8517
C -1.2193 -1.6428 -5.6446
O -1.5951 -2.2283 -4.6556
O -0.6420 -2.2078 -6.7206
C -0.4353 -3.6131 -6.5938
H 0.1000 1.0997 -4.0877
H -1.2102 1.3311 -2.9091
H -0.5383 -0.2790 -3.2065
H -2.1321 1.4162 -5.1973
H -2.7502 -0.0211 -4.3927
H -1.3583 -4.1280 -6.3174
H 0.3499 -3.8083 -5.8590
H -0.1066 -3.9949 -7.5615
C 1.4193 -4.2385 5.0229
C 2.4615 -3.1361 5.0283
O 1.8401 -1.8462 4.9551
C 1.3363 -1.3793 6.1093
O 1.3731 -1.9384 7.1809
O 0.7610 -0.1875 5.8639
C 0.1091 0.3830 6.9965
H 0.7487 -4.1294 4.1670
H 1.8953 -5.2204 4.9793
H 0.7976 -4.1975 5.9211
H 3.0947 -3.2319 4.1422
H 3.1171 -3.2047 5.9014
H 0.7782 0.4307 7.8587
H -0.7890 -0.1912 7.2375
H -0.1887 1.3999 6.7358
C -2.1661 -6.8756 1.7630
C -2.7355 -7.1714 3.1380
O -2.4134 -8.5064 3.5476
C -1.1682 -8.6813 4.0214
O -0.3238 -7.8240 4.1374
O -1.0135 -9.9830 4.3231
C 0.3010 -10.3223 4.7598
H -2.4819 -7.6360 1.0445
H -2.4948 -5.8951 1.4114
H -1.0732 -6.8867 1.7783
H -3.8262 -7.1084 3.1006
H -2.3962 -6.4434 3.8805
H 0.6260 -9.6790 5.5807
H 0.9995 -10.2593 3.9218
H 0.2805 -11.3527 5.1179
C 2.6105 -9.2337 -10.2979
C 3.0655 -7.8229 -9.9740
O 2.1994 -7.2167 -9.0068
C 2.4115 -7.5818 -7.7309
O 3.2586 -8.3513 -7.3418
O 1.5005 -6.9602 -6.9604
C 1.5600 -7.3290 -5.5838
H 1.5591 -9.2397 -10.5956
H 3.2117 -9.6578 -11.1052
H 2.6978 -9.8860 -9.4251
H 3.0097 -7.2074 -10.8757
H 4.1048 -7.8021 -9.6338
H 2.5697 -7.2127 -5.1836
H 1.2126 -8.3575 -5.4590
H 0.8928 -6.6679 -5.0285
C 4.3437 1.4294 5.7218
C 3.8886 2.8445 5.4174
O 3.6625 3.5791 6.6280
C 4.7646 4.0590 7.2285
O 5.9011 3.9353 6.8355
O 4.3874 4.6837 8.3592
C 5.4763 5.1693 9.1413
H 3.6428 0.9381 6.4016
H 4.4204 0.8422 4.8038
H 5.3196 1.4268 6.2144
H 2.9339 2.8113 4.8856
H 4.5995 3.3669 4.7708
H 6.1487 5.7904 8.5451
H 6.0191 4.3309 9.5849
H 5.0656 5.7814 9.9458
C -1.7115 7.8059 -5.5131
C -2.3962 8.2648 -4.2395
O -2.6363 9.6782 -4.2702
C -3.7024 10.0688 -4.9883
O -4.4634 9.3437 -5.5861
O -3.7656 11.4124 -4.9479
C -4.8101 11.9657 -5.7455
H -0.8090 8.3939 -5.6975
H -1.4414 6.7498 -5.4473
H -2.3621 7.9411 -6.3811
H -1.7400 8.0750 -3.3865
H -3.3246 7.7151 -4.0599
H -5.7750 11.5116 -5.5085
H -4.5756 11.8399 -6.8054
H -4.8697 13.0331 -5.5276

Cartesian forces, eV/Å:
-1.2 0.3 -0.6
-0.3 1.0 -0.3
0.3 0.5 -1.9
2.2 1.8 -1.5
-4.0 -3.4 3.5
-0.8 -1.1 -1.8
-3.4 1.1 2.3
2.2 -0.5 2.9
2.3 2.6 -1.9
1.8 -1.4 1.0
1.6 -3.0 -0.7
-3.4 5.7 0.2
0.8 -0.1 0.6
0.6 1.0 -0.1
0.0 1.1 -0.5
-0.5 0.6 0.8
-1.5 -1.7 0.6
0.9 -0.4 -1.2
-0.4 3.0 -1.4
0.7 -0.1 -1.6
1.3 -1.2 0.9
-1.4 -0.9 0.4
1.8 0.8 -0.4
0.9 -0.9 1.7
0.0 -1.7 0.1
0.0 0.2 -1.9
-0.4 0.6 2.0
-0.8 -1.8 0.1
-1.3 -1.5 -0.5
0.9 0.4 -1.4
0.6 -0.3 0.6
-0.8 -0.1 -0.5
1.3 -0.4 0.7
0.3 0.1 0.0
-0.4 0.5 -0.5
0.4 0.0 0.6
0.0 0.1 -0.4
-0.1 -0.6 0.1
-0.4 0.3 -0.1
0.4 0.1 0.3
-0.2 0.0 0.0
0.0 -0.1 0.1
-0.2 0.0 0.1
0.3 -0.2 0.2
0.2 -0.1 0.0
0.0 0.0 -0.2
-0.1 0.1 0.1
-0.3 -0.1 -0.2
0.3 -0.2 0.1
-0.1 0.4 0.6
-0.1 -0.6 -0.2
0.1 0.2 0.1
0.1 0.2 -0.5
-0.3 0.3 0.3
0.1 -0.5 -0.1
-0.1 0.1 0.0
0.2 -0.1 -0.1
-0.2 0.1 0.0
0.1 -0.2 -0.2
0.2 -0.1 -0.1
0.1 0.1 0.1
-0.2 0.0 0.0
0.0 0.3 0.1
-0.2 0.0 0.2
0.2 -0.7 -0.1
-0.1 0.5 0.4
0.0 -0.3 -0.1
0.0 0.4 -0.5
0.3 -0.3 0.0
-0.2 0.3 0.3
0.2 -0.1 -0.1
0.0 0.1 0.0
0.2 0.0 0.0
-0.2 0.3 0.1
-0.2 0.2 0.0
-0.1 -0.2 -0.1
0.2 0.0 0.1
0.1 -0.2 -0.2
0.3 -0.1 -0.1
-0.1 0.6 -0.3
0.4 -0.2 0.4
0.0 0.1 -0.2
-0.4 -0.4 0.0
-0.2 0.5 0.0
0.4 -0.2 0.2
-0.1 0.1 0.1
0.0 -0.1 0.0
-0.1 0.1 0.1
0.1 -0.3 0.1
0.1 -0.2 0.0
0.0 0.0 -0.2
0.0 0.1 0.2
-0.3 0.1 -0.1
-0.1 -0.2 0.3
0.3 -0.4 -0.5
0.1 0.2 0.6
0.0 -0.2 -0.1
-0.4 0.5 -0.2
0.3 -0.1 -0.4
0.0 -0.1 0.5
0.1 0.1 -0.1
0.0 0.1 0.0
0.1 0.1 -0.1
-0.2 0.1 0.3
-0.2 0.0 0.2
-0.1 -0.1 -0.1
0.2 0.1 0.0
0.0 0.0 -0.3
0.2 -0.1 0.2
0.1 -0.5 -0.5
0.3 0.5 0.3
0.0 -0.3 -0.1
-0.6 0.2 0.2
0.0 -0.1 -0.5
0.3 0.2 0.3
-0.1 0.0 -0.2
-0.1 0.1 0.0
-0.1 0.1 -0.1
0.0 0.2 0.3
0.0 0.0 0.3
0.0 -0.2 0.0
0.1 0.1 -0.2
-0.2 -0.2 -0.2
-0.1 0.1 -0.3
0.3 -0.7 -0.1
-0.6 0.4 -0.1
0.3 -0.2 -0.1
0.3 0.4 0.4
0.0 -0.5 0.1
-0.3 0.3 -0.2
0.0 -0.1 0.1
0.0 0.1 0.1
0.0 -0.1 0.1
-0.1 0.3 -0.1
0.0 0.2 -0.1
0.2 -0.1 -0.1
-0.1 -0.1 0.1
0.2 -0.2 0.1

Computed properties:
Kohn-Sham gap (eV): 8.991
E_HOMO (eV): -9.23
Structure (SMILES): CC[C@](C#N)(C(F)(F)F)[C@@](C#N)(CCCI)B(N)O.CCOC(=O)OC.CCOC(=O)OC.CCOC(=O)OC.CCOC(=O)OC.CCOC(=O)OC.CCOC(=O)OC.CCOC(=O)OC